Record 1
52
Properties=species:S:1:pos:R:3:forces:R:3 method="wB97M-V/def2-TZVPD" gap_ev=7.747 smiles="COc1ccc(NS(=O)(=O)c2ccc3c(c2)CCN3C(=O)CCC(=O)O)cc1OC" homo_energy_ev=-8.163 energy_ev=-49225.8742 de_lowest_kj_mol=1879.9
S 3.53807 1.63518 0.45525 -8.3 -6.6 -0.3
O 1.90330 -3.12562 -1.16272 1.1 0.3 0.5
O -5.36500 -0.71826 2.09479 -7.9 2.1 7.9
O 4.28906 1.01470 -0.45284 5.3 -5.5 -6.7
O -3.13660 2.73143 0.16303 -1.1 -7.0 -4.6
O -3.91097 -1.03033 0.53451 -4.0 3.9 2.8
O 3.97121 2.81800 0.81638 3.5 11.0 5.6
O -0.31100 -3.50885 -0.10678 1.2 4.3 4.5
N -2.08240 0.96326 -1.23622 0.1 7.9 6.1
N 3.24474 0.49770 1.73092 2.0 2.1 -2.9
C 1.90347 1.83525 -0.25614 -1.1 -0.2 1.8
C 1.11050 -0.54108 1.86894 -3.1 -0.7 3.2
C -0.36316 2.56946 -0.15459 1.7 0.5 5.6
C 1.72881 -2.13381 -0.03476 -2.4 -8.0 -4.0
C 2.31301 -0.45440 1.27910 0.8 -0.5 1.9
C 2.73978 -1.43311 0.36150 0.3 3.0 1.7
C 1.55270 0.97294 -1.31369 -2.9 -3.2 0.4
C 0.45770 -2.48394 0.60659 0.6 1.3 -0.9
C -4.50065 1.07196 -1.34204 1.9 0.7 10.4
C -5.48999 0.91150 0.16673 5.2 -9.4 -4.5
C -1.98310 -0.00053 -2.12286 0.6 -8.7 0.1
C -4.88674 -0.26338 1.11812 10.2 -2.1 -13.9
C 0.93185 2.55648 0.53417 -0.7 -3.5 -8.4
C -0.49237 -0.32109 -2.37775 -4.0 6.0 -7.4
C -3.22405 1.56150 -0.68752 2.8 4.5 1.2
C 0.12633 -1.65163 1.75373 12.7 -0.8 -7.8
C -0.68134 1.46915 -0.84667 -2.4 -4.2 -3.4
C 3.30399 -3.42206 -1.77248 -0.6 9.6 7.1
C -1.53616 -3.50859 0.75845 -0.7 -1.4 -7.6
C 0.18072 0.48553 -1.53091 4.3 10.1 5.5
H -1.91733 -4.32802 0.12636 -1.3 -0.1 1.5
H 3.22882 -4.04239 -2.53982 -0.3 -2.9 -2.9
H -2.32665 -1.06192 -1.62217 0.1 2.3 -1.1
H -1.30873 -3.70978 1.69483 0.9 -1.1 4.4
H 3.14778 1.20932 2.39814 -1.4 -0.1 2.5
H -0.72218 -1.51714 2.01864 -10.4 1.1 4.1
H -2.49106 0.09003 -3.00808 -1.4 0.5 -2.1
H -6.14306 0.09299 2.20031 2.1 -3.5 1.0
H -5.01434 1.85197 -1.51109 -3.6 5.5 -3.2
H 3.53911 -2.19860 -2.10502 0.1 -3.8 0.1
H -5.25644 1.62163 0.67589 1.1 9.6 5.4
H 2.18246 0.19799 -1.68944 1.6 0.5 -0.4
H -2.15104 -2.64254 0.58788 0.0 0.5 0.2
H -6.31298 0.42089 -0.04269 -5.0 -0.9 -1.2
H -0.22142 -1.20031 -2.29144 1.9 -9.0 0.7
H 0.89550 0.17754 2.73061 0.2 -0.8 -1.5
H 1.22605 3.26851 1.15070 1.0 2.9 3.2
H -0.31755 -0.09136 -3.61790 0.0 -0.3 3.3
H -4.43810 0.20106 -1.73773 0.0 -5.2 -3.2
H 3.70915 -1.45362 -0.02763 1.1 0.1 -0.6
H 3.99278 -3.50751 -0.80545 -1.1 -0.8 -2.6
H -1.05608 3.10110 0.49788 -0.6 0.0 -1.3

=====

Record 2
49
Properties=species:S:1:pos:R:3:forces:R:3 method="wB97M-V/def2-TZVPD" gap_ev="4.118 / 3.432" spin_multiplicity=3 s2=2.051 homo_energy_ev="-21.362 / -21.361" energy_ev=-32924.3436 charge=+4 de_lowest_kj_mol=426.4
W -0.21727 0.13251 -1.08197 3.2 -1.4 10.1
O 2.64883 0.03899 1.03364 -5.8 1.5 -5.2
O 1.30804 -2.34168 1.02885 -3.4 3.0 -5.3
N -1.10084 0.68320 0.90873 -1.3 0.7 -0.3
N -2.49485 4.49174 -0.01270 2.2 0.2 -0.1
N 3.71604 -1.85078 -1.18842 -0.1 -0.9 0.8
N -5.23842 0.38099 -0.25854 0.8 -1.6 0.2
C -3.11986 1.87695 1.65329 -1.4 1.0 -0.4
C 4.45459 -2.69977 -0.89553 -0.8 1.7 -1.1
C 1.75938 0.18570 0.26130 6.6 0.6 4.8
C -0.07385 5.55753 0.10585 0.0 0.3 -0.1
C -1.16779 -0.93668 -2.57437 -1.7 -1.1 -1.1
C -3.75948 2.21728 4.08358 -0.3 0.1 -0.5
C -1.41584 4.96072 -0.01095 -1.2 -0.7 0.4
C 5.52067 -3.64293 -0.72474 0.5 -0.6 0.2
C 0.19369 -0.94507 -2.84295 2.1 -1.8 -2.8
C -1.80896 0.29371 -2.37099 -2.5 1.6 -1.8
C -1.64899 0.97238 3.28904 -0.4 0.3 -0.2
C -1.09571 1.49407 -2.35520 -1.2 1.2 -2.6
C -5.22741 -0.78139 -0.11470 -0.1 1.0 0.2
C 0.91308 0.23041 -2.85978 2.8 -0.2 -2.3
C -2.26081 1.39012 0.66956 1.5 -0.9 -1.7
C -2.83537 1.68894 3.00927 0.1 -0.2 1.9
C 0.29453 1.46138 -2.60304 0.5 2.4 -1.1
C -0.81701 0.51814 2.24405 0.5 -0.3 0.2
C 0.78082 -1.74721 0.16120 2.0 -4.5 4.8
C -5.25741 -2.22612 0.14791 -0.1 -0.1 -0.2
H 1.97960 0.18548 -3.13904 -0.4 0.1 0.3
H -4.45225 -2.53042 0.82706 -0.3 0.2 0.1
H -4.16613 1.42098 4.71727 0.3 -0.2 0.0
H 5.84937 -3.63298 0.31874 0.1 -0.1 -0.2
H 6.35252 -3.33970 -1.37867 -0.2 -0.1 0.2
H -2.50135 1.57953 -0.38153 -0.2 0.0 0.8
H 0.80278 2.40994 -2.85055 0.1 -0.5 0.9
H -2.86714 0.33421 -2.23137 -0.8 -0.2 0.1
H 0.58851 5.28740 -0.72518 -0.4 0.1 -0.1
H 0.14090 0.00848 2.44714 -0.7 0.3 0.2
H -1.37925 0.79498 4.33745 0.1 -0.1 -0.5
H -4.00654 2.42578 1.28740 0.4 -0.3 0.3
H 0.43398 5.21306 1.01564 -0.4 0.1 0.0
H 5.17976 -4.65022 -0.99814 0.2 0.2 0.1
H -5.11886 -2.81052 -0.75326 0.0 0.1 -0.5
H -1.78840 -1.78082 -2.79223 -0.2 -0.8 0.6
H -4.63265 2.73854 3.67132 0.3 -0.1 -0.2
H 0.74111 -1.83102 -3.16220 -0.2 -0.2 0.4
H -0.16215 6.65899 0.14363 0.0 -0.4 0.0
H -6.23457 -2.53953 0.52897 0.1 0.3 0.2
H -3.28173 2.92255 4.77466 0.3 -0.2 -0.1
H -1.56091 2.45290 -2.23591 -0.4 0.4 0.2